1.
C22H35N2O10S | the ωB97M-V functional and the def2-TZVPD basis

Each line ends with the Löwdin charge.
Positions of all 70 atoms, in Å:
S 1.455 -4.099 -1.862  0.715
O 1.271 4.953 -0.454  0.119
O 2.879 -0.032 2.539  0.093
O 2.059 4.331 1.572  0.050
O -3.079 -0.248 -3.712  0.130
O 3.135 5.901 0.399  0.083
O -4.581 -1.931 -3.771  0.080
O -2.445 -2.636 4.030  -0.060
O -3.967 -3.869 2.800  0.093
O 2.041 -1.785 1.432  0.068
O -2.405 -2.400 -3.535  0.033
N 0.778 2.048 -2.636  0.067
N 0.748 -1.679 -3.275  0.080
C -0.454 0.663 3.241  -0.160
C -2.811 -3.686 3.172  -0.458
C -0.566 0.457 1.683  -0.196
C 1.454 2.157 -1.311  -0.068
C 1.197 -2.735 -2.741  -0.660
C -1.697 -4.666 2.620  0.009
C -0.977 -0.629 4.035  -0.135
C -1.039 -0.178 -1.452  -0.033
C -3.332 -1.418 -3.677  -0.556
C 2.082 5.054 0.426  -0.546
C 2.565 0.484 0.215  -0.026
C 0.209 1.523 0.812  -0.119
C 0.500 -0.303 -1.112  -0.217
C -4.454 -3.344 -3.917  -0.113
C 2.509 -0.473 1.450  -0.428
C 1.121 0.927 -0.328  -0.328
C -3.109 -3.620 -3.308  -0.116
C 3.294 4.565 2.251  -0.108
C -1.987 -1.504 3.216  -0.188
C 3.723 5.896 1.701  -0.107
C 1.254 -0.477 -2.519  -0.264
C 1.098 0.817 -3.415  -0.063
H -0.494 2.287 0.385  0.127
H -1.478 -0.310 4.989  0.122
H -5.263 -3.862 -3.403  0.141
H 0.240 0.654 -4.134  0.150
H 3.992 3.762 2.001  0.135
H -2.914 -0.961 2.892  0.141
H 1.067 2.863 -3.202  0.195
H 0.647 0.733 3.478  0.102
H -4.493 -3.593 -4.981  0.139
H -2.597 -4.458 -3.781  0.138
H 0.900 2.081 1.516  0.120
H 2.566 2.321 -1.420  0.157
H -1.637 0.452 1.326  0.118
H 4.805 5.995 1.638  0.141
H 3.231 0.088 -0.595  0.128
H 0.669 -1.255 -0.549  0.113
H -3.165 -3.801 -2.231  0.137
H -1.040 1.547 3.599  0.118
H 3.147 4.583 3.330  0.143
H -1.678 -0.869 -0.829  0.107
H 1.998 0.972 -4.079  0.152
H -0.102 -1.279 4.318  0.124
H -1.523 -1.970 2.294  0.107
H -0.246 2.155 -2.529  0.184
H 3.321 6.736 2.272  0.142
H -2.053 -5.233 1.726  0.086
H 3.045 1.441 0.572  0.128
H -0.162 -0.576 1.460  0.095
H -1.334 -5.354 3.432  0.096
H -0.824 -4.020 2.305  0.072
H 1.069 3.113 -0.833  0.102
H 2.261 -2.181 0.566  0.089
H -1.306 -0.367 -2.529  0.050
H -1.418 0.865 -1.215  0.094
H 2.357 -0.646 -2.389  0.137

Calculated values
* gap between HOMO and LUMO: 0.327 Ha
* HOMO energy: -11.97 eV
* total charge: +1

---

2.
C22H35N3O3S | the ωB97M-V functional and the def2-TZVPD basis

Each line ends with the Löwdin charge.
Positions of all 64 atoms, in Å:
S -0.771 0.348 1.956  0.689
O -0.557 1.085 3.170  -0.276
O 1.804 3.522 -2.524  0.065
O 0.155 -0.706 1.640  -0.301
N 2.095 1.281 -2.501  0.075
N 2.753 -1.211 -1.421  -0.167
N -0.845 1.348 0.616  -0.231
C -4.131 -1.536 0.809  -0.026
C 3.400 1.275 -3.121  -0.172
C 3.961 -1.037 -2.222  -0.187
C -4.549 -0.638 2.993  -0.027
C 1.883 -2.303 -1.856  -0.358
C -2.429 -0.315 1.948  -0.285
C -0.720 3.425 -1.338  -0.154
C -4.996 -1.350 1.885  -0.268
C -2.849 -1.020 0.837  -0.045
C 0.415 1.639 -0.035  -0.146
C 0.124 2.156 -1.446  -0.210
C 0.438 -2.037 -1.422  -0.039
C 3.590 -2.603 0.492  -0.167
C 1.432 2.412 -2.201  -0.466
C -3.266 -0.119 3.028  -0.048
C -1.992 3.139 -0.544  -0.160
C 4.383 0.437 -2.306  -0.155
C 2.614 -3.713 0.117  -0.190
C 3.030 -1.261 0.012  -0.173
C -6.375 -1.932 1.855  -0.047
C 2.378 -3.683 -1.390  -0.151
C -1.648 2.534 0.816  -0.203
H 5.366 0.491 -2.776  0.113
H 1.892 -2.298 -2.955  0.139
H -7.033 -1.414 2.548  0.077
H 3.728 -2.563 1.572  0.114
H 3.764 -1.394 -3.236  0.122
H 4.805 -1.621 -1.827  0.114
H -0.442 1.388 -1.984  0.149
H -1.108 3.265 1.434  0.133
H 0.354 -1.915 -0.346  0.045
H -5.210 -0.489 3.834  0.115
H 3.737 2.312 -3.198  0.118
H -0.130 4.198 -0.843  0.125
H 0.069 -1.131 -1.899  0.071
H 1.856 0.390 -2.070  0.097
H 1.652 -4.444 -1.679  0.111
H 3.318 -3.909 -1.902  0.114
H 0.983 2.395 0.527  0.152
H 4.564 -2.799 0.035  0.104
H 0.986 0.712 -0.050  0.094
H -6.797 -1.875 0.854  0.080
H 3.011 -4.687 0.412  0.110
H 3.728 -0.456 0.251  0.120
H -2.563 4.056 -0.398  0.115
H -0.192 -2.869 -1.730  0.084
H -2.552 2.234 1.351  0.118
H -0.967 3.790 -2.336  0.123
H -2.165 -1.156 0.015  0.107
H -4.471 -2.089 -0.054  0.116
H -2.614 2.429 -1.094  0.117
H 2.103 -1.069 0.556  0.082
H 3.316 0.862 -4.134  0.121
H 4.465 0.859 -1.304  0.108
H -2.898 0.437 3.876  0.115
H 1.673 -3.556 0.647  0.111
H -6.338 -2.983 2.143  0.088

Calculated values
* gap between HOMO and LUMO: 0.332 Ha
* HOMO energy: -8.41 eV
* SMILES: Cc1ccc(S(=O)(=O)N2CCC[C@@H](C(=O)NCCCN3CCCC[C@H]3C)C2)cc1

---

3.
C22H35NO2P2S2Ti | the ωB97M-V functional and the def2-TZVPD basis

Each line ends with the Löwdin charge.
Positions of all 65 atoms, in Å:
Ti 1.739 -1.075 -0.415  0.989
S 2.832 0.074 1.345  0.832
S -0.210 1.806 -0.810  0.698
P 1.301 -4.887 -1.099  0.863
P -1.551 -5.059 -0.036  0.884
O -1.566 1.504 -0.434  -0.222
O 0.160 1.916 -2.196  -0.232
N 0.858 0.693 -0.106  -0.280
C -1.958 -5.767 1.613  -0.247
C -0.947 -6.625 -0.821  -0.393
C -3.286 -5.224 -0.690  -0.253
C -1.695 -2.601 -1.960  -0.173
C 0.308 5.186 1.246  0.014
C 1.649 1.231 0.899  -0.624
C 1.822 3.483 2.153  0.052
C -0.164 4.320 0.272  0.006
C -0.805 -1.799 1.184  -0.164
C 1.263 4.768 2.194  0.004
C 2.858 -0.304 -1.985  -0.144
C -2.316 -2.196 1.152  -0.187
C 2.952 -5.469 -0.604  -0.290
C -3.188 -1.215 0.455  -0.102
C 1.376 -5.227 -2.916  -0.254
C -3.300 -0.899 -0.833  -0.101
C 1.354 2.600 1.154  -0.188
C -2.383 -1.225 -1.982  -0.142
C 0.569 -6.597 -0.732  -0.403
C -0.052 -2.448 0.052  -0.360
C -0.370 -2.531 -1.333  -0.176
C 0.406 3.064 0.221  -0.207
H 2.583 3.143 2.852  0.137
H -2.605 -6.635 1.428  0.048
H 0.816 -3.061 0.420  0.051
H -2.658 -2.314 2.188  0.125
H -1.608 -3.030 -2.986  0.150
H -3.034 -1.192 -2.869  0.133
H -2.511 -5.030 2.209  0.045
H -3.744 -6.119 -0.249  0.056
H 1.568 5.464 2.971  0.130
H -0.945 4.537 -0.453  0.145
H 1.944 -6.167 -2.989  0.046
H 2.639 0.769 -2.097  0.030
H -0.687 -0.690 1.187  0.107
H -1.054 -6.089 2.139  0.050
H -0.098 6.201 1.251  0.139
H 2.920 -5.787 0.448  0.053
H 0.910 -6.907 0.270  0.089
H 2.770 -0.767 -2.979  0.044
H 0.994 -7.265 -1.489  0.084
H -1.344 -6.704 -1.848  0.089
H -3.271 -5.347 -1.782  0.055
H -1.622 -0.432 -2.088  0.097
H 3.678 -4.663 -0.762  0.033
H -0.381 -2.176 2.142  0.131
H -2.436 -3.218 0.721  0.020
H -1.360 -7.451 -0.226  0.090
H 3.189 -6.324 -1.249  0.051
H 1.926 -4.419 -3.420  0.043
H -2.363 -3.317 -1.445  0.054
H -4.112 -0.222 -1.097  0.120
H -3.902 -4.355 -0.413  0.051
H 3.906 -0.420 -1.607  0.044
H -3.994 -0.827 1.114  0.127
H 0.500 -2.513 -2.031  0.083
H 0.364 -5.369 -3.331  0.053

Calculated values
* gap between HOMO and LUMO (spin up / spin down): 0.185 / 0.185 Ha
* HOMO energy (spin up / spin down): -13.50 / -13.50 eV
* total charge: +2

---

no.,strongest force on any atom (eV/A),total energy (hartree)
1,4.10,-2119.1107
2,1.01,-1647.5159
3,3.22,-3392.2966